Record 1
{"formula": "C31H25N8NiS2", "method": "ωB97M-V/def2-TZVPD", "charge": 1, "fmax_ha_per_bohr": 0.0290, "gap_ev": [6.8938, 6.9195], "e_tot_ha": -3938.8923, "spin_multiplicity": 3, "species": ["Ni", "S", "C", "C", "C", "C", "C", "C", "N", "C", "C", "C", "C", "C", "C", "C", "C", "N", "C", "C", "C", "C", "C", "S", "C", "H", "H", "H", "H", "H", "H", "H", "H", "H", "H", "H", "H", "C", "C", "N", "C", "N", "C", "C", "C", "N", "C", "H", "H", "H", "H", "H", "H", "H", "H", "H", "H", "H", "H", "H", "N", "C", "C", "C", "N", "C", "N"], "xyz": [[0.193667, -0.328064, 0.367798], [2.767774, 5.001046, 4.349915], [1.803006, 6.406730, 4.282477], [0.786178, 6.286796, 3.386776], [0.782133, 5.029963, 2.742773], [1.797443, 4.203588, 3.156582], [2.119666, 2.868259, 2.669722], [1.199608, 2.184490, 1.845217], [1.433918, 1.000527, 1.324314], [2.629353, 0.406278, 1.550757], [3.597084, 0.973549, 2.389189], [4.814437, 0.247035, 2.609020], [5.030875, -0.955086, 2.030330], [4.066684, -1.540362, 1.144968], [4.218850, -2.787482, 0.527522], [3.255407, -3.267557, -0.345937], [2.141252, -2.436035, -0.586703], [1.952110, -1.292776, 0.030873], [2.883175, -0.835471, 0.894246], [3.329143, -4.587645, -0.957440], [2.424439, -5.204506, -1.783728], [2.788777, -6.525401, -2.126449], [3.965011, -6.905333, -1.557826], [4.641001, -5.667128, -0.600310], [3.307845, 2.218436, 2.962816], [2.045187, 7.251045, 4.907889], [0.070718, 7.069898, 3.185777], [0.055095, 4.766805, 1.988502], [0.243516, 2.633166, 1.610401], [5.566416, 0.686273, 3.252189], [5.948449, -1.499521, 2.214250], [5.099106, -3.381964, 0.739957], [1.393725, -2.720254, -1.316632], [1.529653, -4.729226, -2.161014], [2.207931, -7.167560, -2.771549], [4.473463, -7.851756, -1.648061], [4.031476, 2.683482, 3.621622], [-3.909271, -0.669390, 3.599871], [-3.260894, 0.398563, 2.745501], [-2.097894, -0.155417, 2.052484], [-1.488500, -1.356602, 2.347073], [-0.573670, -1.836965, 1.505301], [0.017963, -3.143088, 1.775767], [-0.869986, -4.011643, 2.642490], [-1.229595, -3.224564, 3.885655], [-1.851034, -1.965909, 3.493488], [-2.825537, -1.363144, 4.397641], [-4.413463, -1.401097, 2.965894], [-4.646558, -0.219220, 4.261933], [-2.959577, 1.247932, 3.363734], [-3.970312, 0.763982, 2.003915], [-2.025248, 0.123750, 1.092233], [0.986470, -3.008190, 2.273132], [0.210699, -3.639935, 0.825154], [-0.354501, -4.932547, 2.909145], [-1.782761, -4.266752, 2.099770], [-0.343669, -3.041368, 4.502227], [-1.947731, -3.775144, 4.491934], [-2.334880, -0.649916, 5.069082], [-3.248822, -2.155590, 5.012204], [-0.334240, 0.618799, -1.223996], [0.479635, 0.990523, -1.985270], [1.519469, 1.323183, -2.804020], [2.385327, 0.241125, -3.107639], [3.075513, -0.671736, -3.253499], [1.813205, 2.667608, -3.130168], [2.059695, 3.765866, -3.372831]], "forces_ev_per_a": [[0.4, -0.6, 0.4], [-0.2, -0.1, -0.2], [0.1, 0.0, 0.0], [0.0, 0.1, 0.1], [0.1, -0.2, 0.0], [0.0, 0.4, 0.2], [0.2, -0.3, -0.1], [0.0, 0.1, 0.0], [-0.1, -0.2, 0.1], [0.1, 0.2, 0.1], [-0.2, -0.2, -0.1], [0.2, 0.0, 0.0], [0.1, 0.0, 0.1], [-0.3, 0.2, 0.0], [-0.2, -0.1, -0.2], [0.1, 0.3, 0.2], [0.2, -0.1, -0.2], [-0.2, -0.1, 0.1], [0.3, -0.3, 0.0], [0.2, -0.5, 0.0], [0.0, 0.3, 0.0], [0.0, -0.2, -0.1], [0.0, 0.0, 0.1], [-0.2, 0.2, -0.1], [-0.2, 0.1, -0.1], [0.0, 0.0, 0.0], [0.0, 0.0, 0.0], [0.0, 0.0, 0.0], [0.0, 0.0, 0.0], [0.0, 0.0, 0.0], [0.0, 0.0, 0.0], [0.0, 0.0, 0.0], [-0.1, 0.0, 0.1], [0.0, 0.0, 0.0], [0.0, 0.0, 0.0], [0.0, 0.0, 0.0], [0.1, 0.0, 0.0], [0.1, 0.0, 0.0], [-0.2, 0.0, 0.2], [0.5, -0.4, 0.0], [-0.1, -0.3, 0.1], [-0.7, 1.3, 0.2], [0.2, 0.0, 0.0], [0.0, 0.2, 0.0], [0.1, -0.2, 0.0], [0.0, 0.1, -0.2], [-0.1, 0.1, 0.1], [0.0, 0.0, 0.0], [0.0, 0.0, 0.0], [0.0, 0.0, 0.0], [0.1, 0.0, -0.1], [-0.1, -0.1, -0.3], [0.0, 0.0, -0.1], [0.0, 0.0, 0.0], [0.0, 0.0, 0.0], [0.0, -0.1, 0.0], [0.0, 0.0, 0.0], [0.0, 0.0, 0.0], [0.0, 0.0, 0.0], [0.0, 0.0, 0.0], [-0.3, 0.2, -0.4], [0.1, 0.1, 0.2], [-0.2, -0.2, 0.0], [0.2, -0.1, -0.1], [-0.1, 0.0, 0.0], [0.1, 0.2, 0.0], [0.0, 0.0, 0.0]]}

---

Record 2
{"formula": "C31H26BCrF4N9SSe", "method": "ωB97M-V/def2-TZVPD", "charge": 1, "fmax_ha_per_bohr": 0.0451, "gap_ev": [6.0738, 6.1765], "e_tot_ha": -5958.1846, "spin_multiplicity": 2, "species": ["Cr", "S", "C", "C", "C", "C", "C", "C", "N", "C", "C", "C", "C", "C", "C", "C", "H", "H", "H", "H", "H", "H", "H", "H", "Se", "N", "C", "C", "C", "C", "C", "N", "C", "C", "N", "C", "C", "C", "C", "C", "N", "H", "H", "H", "H", "H", "H", "F", "B", "F", "F", "F", "C", "N", "C", "N", "C", "N", "C", "N", "C", "C", "H", "H", "H", "H", "H", "H", "H", "H", "H", "H", "H", "H"], "xyz": [[0.610806, -1.345754, 0.453180], [-0.032357, -1.162851, 4.898864], [1.540087, -0.474334, 4.646516], [2.383737, 0.090259, 5.596702], [3.596816, 0.587052, 5.168341], [3.960174, 0.510196, 3.820012], [3.123596, -0.057103, 2.880710], [1.888107, -0.554178, 3.295210], [0.909834, -1.167840, 2.507983], [-0.133066, -1.515384, 3.226405], [-1.280569, -2.103954, 2.544928], [-2.402979, -2.613241, 3.191097], [-3.391868, -3.215928, 2.432556], [-3.236216, -3.322088, 1.054745], [-2.107725, -2.804284, 0.424712], [-1.115597, -2.156909, 1.157701], [2.096114, 0.137844, 6.638095], [4.274506, 1.033352, 5.882822], [4.920984, 0.896003, 3.506632], [3.430821, -0.131131, 1.850326], [-2.499876, -2.558008, 4.269399], [-4.270300, -3.625255, 2.912815], [-3.996186, -3.827708, 0.470127], [-1.995845, -2.937784, -0.643646], [4.443055, 4.714784, -2.142422], [4.843909, 2.982082, -2.080463], [3.863518, 2.383797, -1.458153], [3.830248, 0.950319, -1.189304], [4.863991, 0.082978, -1.497739], [4.749477, -1.258818, -1.155248], [3.600331, -1.697970, -0.522419], [2.589395, -0.881015, -0.215859], [2.693055, 0.436323, -0.547061], [1.612892, 1.270095, -0.143029], [0.557071, 0.637546, 0.478386], [-0.427753, 1.402758, 1.013076], [-0.428002, 2.767781, 0.923260], [0.611557, 3.424059, 0.231099], [1.639129, 2.662165, -0.300124], [2.784396, 3.232421, -1.007418], [2.905792, 4.506039, -1.271022], [5.744602, 0.467274, -1.995421], [5.534886, -1.965295, -1.378784], [3.473878, -2.738136, -0.255264], [-1.224579, 0.866974, 1.514423], [-1.234284, 3.326013, 1.379732], [0.635015, 4.498963, 0.121962], [1.028722, -3.277414, -0.283349], [0.747392, -2.995836, -1.700685], [0.308889, -1.575669, -1.557683], [1.887241, -3.045796, -2.424393], [-0.288337, -3.734511, -2.162490], [-3.257655, 0.428256, -0.740595], [-2.045848, 0.087468, -1.487737], [-1.542803, 1.297921, -2.142236], [-2.538587, 1.907983, -3.025099], [-3.736849, 2.214039, -2.239690], [-4.289113, 1.020488, -1.593724], [-4.628047, 0.051827, -2.630683], [-3.410095, -0.262516, -3.392891], [-2.394325, -0.879865, -2.533090], [-2.889436, 0.938658, -4.059486], [-2.994501, 1.151808, 0.030434], [-3.643325, -0.470817, -0.258136], [-0.650722, 1.043895, -2.715572], [-1.271113, 2.023375, -1.373544], [-4.491380, 2.656999, -2.889130], [-3.472997, 2.938525, -1.470259], [-5.378399, 0.470820, -3.299626], [-5.016231, -0.859043, -2.177371], [-1.510474, -1.131432, -3.115381], [-2.795745, -1.784818, -2.085161], [-3.651617, 1.354797, -4.716099], [-2.009224, 0.678750, -4.644760]], "forces_ev_per_a": [[-0.7, -0.9, -0.6], [0.0, 0.0, 0.0], [0.0, 0.0, 0.0], [0.0, 0.0, 0.0], [0.0, 0.0, 0.0], [0.0, 0.0, 0.0], [0.0, 0.0, 0.0], [0.0, 0.0, 0.0], [0.1, 0.0, -0.1], [-0.3, -0.1, -0.1], [0.2, 0.1, 0.2], [0.0, 0.0, 0.0], [0.0, 0.0, 0.0], [0.1, 0.0, 0.0], [0.1, 0.0, -0.2], [0.2, 0.1, 0.0], [0.0, 0.0, 0.0], [0.0, 0.0, 0.0], [0.0, 0.0, 0.0], [0.0, 0.0, 0.0], [0.0, 0.0, 0.0], [0.0, 0.0, 0.0], [0.0, 0.0, 0.0], [0.0, 0.0, 0.1], [0.0, -0.1, 0.1], [-0.1, 0.0, 0.0], [-0.1, 0.1, 0.0], [-0.7, 0.1, 0.3], [0.3, -0.7, 0.0], [0.2, 0.6, -0.2], [-0.4, 0.0, 0.2], [0.4, 0.4, -0.3], [1.2, -1.1, -0.4], [-2.1, 0.3, 1.0], [0.3, 1.8, 0.0], [0.9, -1.3, -0.4], [0.8, 1.3, -0.5], [-0.9, -0.6, 0.7], [0.2, -0.3, -0.1], [0.1, 0.0, 0.0], [0.0, -0.1, 0.0], [0.0, 0.0, 0.0], [0.0, 0.0, 0.0], [0.0, 0.0, 0.0], [0.0, 0.0, 0.0], [0.0, 0.0, -0.1], [0.0, 0.0, 0.0], [0.1, 0.2, 0.2], [-0.4, -0.1, -0.2], [0.2, -0.1, 0.3], [0.1, 0.0, 0.0], [0.2, 0.1, 0.2], [-0.1, 0.2, -0.3], [0.7, -0.3, 0.7], [-0.4, 0.1, 0.0], [0.5, 0.7, -0.2], [0.2, -0.3, 0.1], [-0.5, 0.2, 0.5], [1.1, 0.1, -0.2], [-0.5, -1.3, -1.3], [-0.7, 1.1, -0.3], [-0.3, -0.5, 1.1], [0.0, 0.1, 0.1], [-0.1, 0.0, 0.0], [0.0, 0.0, -0.1], [0.0, 0.0, -0.1], [0.0, 0.0, 0.0], [0.0, 0.1, 0.1], [0.0, 0.0, 0.0], [0.0, -0.1, 0.0], [0.0, 0.0, -0.1], [-0.1, 0.0, 0.0], [0.0, 0.0, 0.0], [0.1, 0.0, 0.0]]}

---

- What is the charge in the second record?
  +1